The following is a DFT calculation (ωB97M-V with the def2-TZVPD basis set) of 14 unconnected molecules or ions with the total composition C60H88B8F32N10O4 in a non-equilibrium geometry.

```
! wB97M-V def2-TZVPD RIJCOSX def2/J DEFGRID3
* xyz 2 1
C 19.08 20.45 20.86
O 17.77 20.28 21.42
C 16.77 20.17 20.44
C 16.92 18.86 19.67
N 15.65 18.62 18.96
H 14.89 18.84 19.62
H 15.42 19.14 18.14
C 15.33 17.24 18.56
C 16.44 16.78 17.62
O 16.80 17.87 16.71
C 15.80 17.97 15.70
H 19.05 21.13 20.03
H 19.44 19.47 20.63
H 19.71 20.76 21.66
H 16.67 21.10 19.87
H 15.83 20.06 20.97
H 17.03 18.03 20.40
H 17.77 18.71 18.99
H 14.35 17.19 18.02
H 15.21 16.67 19.47
H 16.06 15.85 17.10
H 17.32 16.50 18.14
H 16.24 18.69 14.99
H 14.90 18.47 16.04
H 15.49 17.02 15.27
C 9.74 18.91 10.37
O 10.07 17.81 11.29
C 11.43 17.54 11.33
C 11.69 16.56 12.48
N 11.35 17.11 13.86
H 12.04 16.66 14.41
H 11.54 18.15 13.92
C 9.97 16.84 14.40
C 9.76 17.70 15.62
O 9.90 19.07 15.24
C 10.01 19.90 16.40
H 9.89 19.94 10.79
H 8.67 18.73 10.11
H 10.36 18.73 9.45
H 12.01 18.41 11.66
H 11.73 17.11 10.38
H 12.77 16.33 12.47
H 11.17 15.63 12.30
H 9.94 15.74 14.69
H 9.28 17.13 13.60
H 10.43 17.35 16.42
H 8.68 17.54 15.90
H 10.01 20.98 16.00
H 10.95 19.67 16.90
H 9.20 19.81 17.15
C 23.21 24.51 24.82
N 21.79 24.37 24.25
C 21.59 23.87 22.99
C 20.30 23.71 22.49
C 19.23 23.96 23.34
C 19.46 24.58 24.57
C 20.73 24.73 24.97
C 17.84 23.49 22.95
C 17.22 22.50 23.65
C 15.97 22.03 23.29
N 15.39 22.55 22.20
C 15.90 23.57 21.48
C 17.07 24.09 21.90
C 14.07 22.04 21.77
H 23.45 23.56 25.30
H 23.29 25.39 25.43
H 23.85 24.57 23.98
H 22.49 23.62 22.48
H 20.20 23.29 21.53
H 18.68 24.79 25.30
H 21.02 25.18 25.94
H 17.82 22.05 24.42
H 15.55 21.12 23.67
H 15.41 23.89 20.61
H 17.48 24.88 21.31
H 13.29 22.54 22.30
H 13.93 20.98 21.97
H 13.98 22.17 20.72
C 12.53 12.82 19.32
N 13.75 13.46 19.86
C 13.76 13.95 21.13
C 14.86 14.61 21.57
C 16.06 14.52 20.84
C 16.04 14.04 19.52
C 14.85 13.46 19.06
C 17.25 14.94 21.57
C 18.51 15.16 20.98
C 19.55 15.68 21.80
N 19.35 15.88 23.08
C 18.20 15.50 23.69
C 17.12 15.05 22.97
C 20.47 16.45 23.82
H 12.29 13.41 18.46
H 11.72 12.90 20.07
H 12.76 11.78 19.11
H 12.81 13.96 21.58
H 14.79 15.18 22.47
H 16.96 13.88 18.93
H 14.82 12.96 18.15
H 18.79 15.13 19.91
H 20.50 15.82 21.35
H 18.27 15.55 24.78
H 16.34 14.59 23.53
H 20.92 15.70 24.45
H 20.07 17.15 24.56
H 21.22 16.96 23.16
C 22.92 21.55 18.65
N 21.79 21.75 17.79
C 21.72 22.84 16.98
C 20.62 23.28 16.27
C 19.51 22.34 16.38
C 19.54 21.19 17.20
C 20.70 20.94 17.88
C 18.37 22.66 15.51
C 17.75 23.94 15.50
C 16.56 24.12 14.77
N 16.04 23.11 14.00
C 16.65 21.94 13.96
C 17.74 21.66 14.72
C 14.85 23.28 13.20
H 23.80 21.44 17.99
H 22.83 20.67 19.29
H 23.09 22.40 19.34
H 22.69 23.38 16.94
H 20.67 24.17 15.63
H 18.74 20.49 17.27
H 20.69 20.07 18.54
H 18.17 24.77 16.09
H 16.05 25.07 14.80
H 16.27 21.19 13.32
H 18.15 20.60 14.65
H 14.79 24.28 12.79
H 13.95 23.05 13.72
H 14.84 22.62 12.32
C 22.83 11.67 27.73
N 23.52 12.81 27.03
C 24.57 12.59 26.25
C 25.10 13.55 25.42
C 24.41 14.72 25.40
C 23.39 15.00 26.35
C 22.91 13.99 27.11
C 24.74 15.73 24.38
C 24.71 15.40 23.04
C 24.59 16.34 22.12
N 24.66 17.63 22.47
C 24.94 17.99 23.75
C 24.89 17.07 24.78
C 24.41 18.75 21.43
H 23.61 10.96 28.06
H 22.18 11.17 26.93
H 22.33 12.14 28.54
H 24.91 11.54 26.15
H 26.01 13.29 24.84
H 22.82 15.91 26.28
H 21.95 14.03 27.65
H 24.61 14.31 22.73
H 24.47 16.06 21.08
H 25.02 19.02 23.99
H 25.04 17.41 25.83
H 23.38 18.73 21.18
H 25.07 18.56 20.55
H 24.75 19.62 21.95
B 21.65 17.27 19.77
F 22.53 17.51 18.72
F 21.25 18.51 20.25
F 20.53 16.52 19.41
F 22.34 16.56 20.73
B 12.35 15.64 16.65
F 12.77 16.92 16.76
F 10.99 15.50 17.09
F 12.37 15.16 15.33
F 13.14 14.84 17.52
B 20.99 12.90 24.47
F 20.58 13.79 25.45
F 21.01 11.67 25.13
F 20.19 13.01 23.39
F 22.32 13.22 24.11
B 14.18 19.69 13.29
F 14.12 20.66 14.33
F 13.72 18.57 13.89
F 13.24 20.04 12.38
F 15.36 19.43 12.67
B 15.21 21.90 17.69
F 14.28 20.80 17.70
F 16.47 21.30 17.44
F 14.80 22.61 16.58
F 15.27 22.60 18.85
B 19.24 24.71 19.09
F 18.89 25.63 20.07
F 18.97 25.31 17.84
F 20.59 24.40 19.17
F 18.47 23.61 19.22
B 14.59 18.06 22.55
F 15.58 17.43 21.82
F 13.76 18.77 21.63
F 13.89 17.17 23.38
F 15.10 19.09 23.42
B 22.49 20.98 23.87
F 23.49 21.88 24.22
F 21.27 21.37 24.40
F 22.45 21.06 22.46
F 22.80 19.73 24.27
*
```

Summary:
energy relative to the best compared isomer or geometry (same formula, charge and spin): 0.0 kcal/mol
HOMO: -12.23 eV
LUMO energy: -0.20148 Eh
orbital gap: 6.75 eV